Density functional theory data (wB97M-V/def2-TZVPD) for 4 unconnected molecules or ions with the total composition C5H18N2O4.

Results
LUMO ... 0.475 eV
Structure (SMILES) ... CCNC(=O)[C@@H](C)N.O.O.O
Relative energy (zero: lowest compared OMol25 entry of this formula, charge and spin) ... 31.4 kcal/mol

Each line ends with the Mulliken charge.
Cartesian coordinates (Å):
C 2.7919 -1.5746 -0.4574  -1.029
C 1.9460 -0.3554 -0.8256  -0.463
N 1.3650 0.3137 0.3016  -0.063
C 0.1992 0.0816 0.9495  0.381
O 0.0938 0.4717 2.1178  -0.849
C -1.0118 -0.5089 0.2506  0.904
C -0.7437 -1.9349 -0.2249  -1.639
N -2.1463 -0.5637 1.1744  -0.756
H 2.2515 -2.4382 -0.1142  0.280
H 3.5572 -1.7494 -1.1815  0.395
H 3.2338 -1.3229 0.5542  0.240
H 2.5999 0.3436 -1.3658  0.410
H 1.1163 -0.5733 -1.5276  0.185
H 1.9883 0.8787 0.8655  0.337
H -1.2543 0.2113 -0.5572  -0.106
H -0.1959 -2.0602 -1.1617  0.390
H -1.6552 -2.5462 -0.2740  0.484
H -0.1326 -2.5478 0.4617  0.384
H -2.1709 -1.5196 1.5084  0.229
H -2.0888 0.0708 1.9563  0.289
O -1.4638 2.5869 -2.2378  -0.631
H -2.3241 2.9435 -1.9920  0.332
H -1.2124 2.9973 -3.0842  0.304
O -3.1858 0.7000 -3.2382  -0.622
H -2.3725 0.6764 -3.7475  0.315
H -3.0257 0.7913 -2.3131  0.301
O 2.5506 0.2638 3.0569  -0.635
H 1.5722 0.1604 3.1485  0.348
H 2.9509 0.8328 3.7104  0.285

Forces on atoms 1 to 6 (eV/Å):
C -0.01 1.22 2.54
C -0.56 -0.24 -1.27
N -0.15 0.42 0.36
C 0.56 0.66 0.73
O -0.49 -0.15 -0.32
C -0.24 0.11 0.34

=====

Density functional theory data (wB97M-V/def2-TZVPD) for 2 unconnected molecules or ions with the total composition C5H18N4S.

Results
LUMO ... -5.138 eV
Relative energy (zero: lowest compared OMol25 entry of this formula, charge and spin) ... 0.0 kcal/mol
Total charge ... +2

Each line ends with the Mulliken charge.
Cartesian coordinates (Å):
C 9.3935 2.2006 0.7835  -1.221
C 11.4925 -1.8575 -0.9052  -1.188
C 9.0487 0.8626 0.0694  -0.287
C -11.9098 -1.8887 0.1889  -0.389
C 10.5038 -0.8143 -0.8746  0.388
N -13.1207 -1.9182 0.7091  -0.283
N 10.1704 -0.0977 0.1004  -0.082
N -11.0069 2.0655 0.5230  -0.367
N -10.3450 0.9789 -0.0681  -0.218
S -11.3534 -0.1516 -1.0906  0.004
H 9.5211 2.2902 1.7867  0.388
H 10.3908 2.3803 0.3525  0.354
H 8.8437 3.1110 0.5289  0.336
H 11.3864 -2.6456 -1.5402  0.392
H 12.3300 -1.2970 -1.1967  0.346
H 11.6168 -2.2430 0.1486  0.301
H 8.1565 0.3817 0.3417  0.369
H 9.0772 1.2470 -0.9884  0.272
H -11.7544 -2.6131 -0.6354  0.382
H -11.0632 -1.7045 0.7510  0.362
H 9.9674 -0.5987 -1.8095  0.350
H -13.3880 -1.5258 1.5996  0.236
H -13.9281 -2.4136 0.4535  0.225
H 10.6294 -0.2178 0.9875  0.282
H -11.0167 2.9312 -0.0178  0.218
H -11.4207 1.9502 1.4805  0.237
H -9.6106 1.2133 -0.7446  0.319
H -12.6105 0.3747 -0.9338  0.273

Forces on atoms 1 to 6 (eV/Å):
C 1.31 -0.14 -3.03
C 0.21 0.87 4.31
C 1.28 3.04 -1.54
C -0.84 -1.26 -2.44
C -1.50 -0.54 -2.45
N -0.37 1.06 1.94

=====

Molecular weight, respectively: 170.209 166.294 g mol⁻¹.
Max |F|, respectively: 0.0548 0.0857 Eh/bohr.
HOMO-LUMO gap, respectively: 9.8552 8.6890 eV.